Below is C4H9N2 as an isolated structure in a non-equilibrium geometry, with properties calculated with the ωB97M-V functional and the def2-TZVPD basis.

Geometry as XYZ:
```
15
Properties=species:S:1:pos:R:3:lowdin_charge:R:1
C -1.588 -0.548 0.883 0.246
C -0.329 0.836 -0.298 -0.309
C 0.231 0.497 -1.691 0.009
C 0.775 -1.002 1.390 0.028
N -0.335 -0.286 0.715 -0.127
N -1.842 0.887 -0.346 0.130
H -2.164 -1.033 1.719 0.159
H 0.096 1.740 0.297 0.193
H -0.216 1.210 -2.317 0.084
H -0.283 -0.311 -2.062 0.068
H 1.272 0.487 -1.533 0.080
H 1.213 -1.916 0.744 0.159
H 1.609 -0.312 1.238 0.105
H 0.337 -1.459 2.269 0.100
H -2.396 1.709 -0.311 0.076
```

Values from the calculation:
- energy relative to the best compared isomer or geometry (same formula, charge and spin) (eV) = 5.691
- E_HOMO (spin up / spin down) (eV) = -14.49 / -14.49
- E_tot (eV) = -7262.4504
- total charge = +1
- Kohn-Sham gap (spin up / spin down) (Eh) = 0.340 / 0.340

Below is one molecule with the formula C22H31FN2O3, with properties calculated with the ωB97M-V functional and the def2-TZVPD basis.

Geometry as XYZ:
```
59
Properties=species:S:1:pos:R:3:lowdin_charge:R:1
C -5.763 -4.043 -1.848 -0.111
O -4.521 -3.414 -2.038 -0.198
C -4.588 -2.138 -2.632 -0.238
C -5.155 -1.049 -1.710 -0.168
C -4.404 -0.971 -0.374 -0.167
H -5.125 -0.858 0.439 0.115
C -3.406 0.187 -0.275 -0.338
C -2.814 0.247 1.135 -0.139
H -3.604 0.401 1.872 0.121
H -2.326 -0.705 1.356 0.119
C -1.792 1.381 1.251 -0.144
N -0.743 1.210 0.274 -0.038
C 0.577 1.009 0.477 -0.414
O 1.349 0.879 -0.456 0.066
C 1.074 0.960 1.925 -0.198
C 2.589 1.165 1.971 -0.104
N 3.365 -0.015 1.663 -0.041
C 2.905 -1.281 1.562 -0.448
O 3.647 -2.221 1.338 0.053
C 1.413 -1.487 1.740 -0.071
C 0.755 -0.393 2.564 -0.131
H 1.150 -0.407 3.583 0.129
H -0.321 -0.565 2.619 0.101
H 0.976 -1.524 0.738 0.127
H 1.272 -2.469 2.195 0.127
C 4.791 0.217 1.550 -0.095
C 5.168 1.083 0.378 -0.199
C 4.501 0.968 -0.837 -0.034
C 4.867 1.753 -1.915 -0.062
C 5.910 2.658 -1.808 -0.018
C 6.566 2.757 -0.596 -0.274
C 6.211 1.991 0.498 0.031
H 6.751 2.105 1.426 0.123
F 7.584 3.639 -0.469 0.048
H 6.214 3.277 -2.637 0.114
H 4.336 1.658 -2.849 0.108
H 3.678 0.277 -0.928 0.106
H 5.249 -0.772 1.433 0.134
H 5.159 0.666 2.480 0.132
H 2.871 1.509 2.978 0.136
H 2.870 1.947 1.255 0.133
H 0.617 1.778 2.491 0.141
C -1.255 1.205 -1.084 -0.126
C -2.257 0.068 -1.278 -0.130
H -2.635 0.110 -2.299 0.112
H -1.750 -0.888 -1.137 0.133
H -0.404 1.092 -1.757 0.121
H -1.741 2.168 -1.280 0.134
H -1.389 1.421 2.260 0.110
H -2.295 2.336 1.047 0.133
H -3.941 1.125 -0.467 0.147
H -3.880 -1.916 -0.219 0.119
H -6.209 -1.263 -1.527 0.102
H -5.107 -0.095 -2.237 0.114
H -5.190 -2.183 -3.554 0.122
H -3.555 -1.908 -2.900 0.114
H -5.544 -5.061 -1.530 0.090
H -6.361 -3.549 -1.075 0.084
H -6.340 -4.070 -2.780 0.090
```

Values from the calculation:
- energy relative to the best compared isomer or geometry (same formula, charge and spin) (eV) = 0.082
- E_HOMO (eV) = -8.82
- E_tot (eV) = -35158.4390
- SMILES = COCCCC1CCN(C(=O)[C@H]2CCC(=O)N(Cc3cccc(F)c3)C2)CC1
- total charge = 0
- Kohn-Sham gap (Eh) = 0.346

Below is an isolated ion of composition C7H9N2 and charge +1 in a non-equilibrium geometry, with properties calculated with the ωB97M-V functional and the def2-TZVPD basis.

Geometry as XYZ:
```
18
Properties=species:S:1:pos:R:3:lowdin_charge:R:1
C -2.601 0.742 -0.144 0.024
C -1.423 1.199 0.443 0.003
C -2.411 -0.615 -0.351 0.010
C 0.927 -1.495 0.404 -0.002
C -0.284 -1.962 0.075 -0.020
C 0.892 -0.040 0.619 -0.233
C 1.592 0.770 -0.550 0.000
N -0.555 0.229 0.496 0.034
N -1.203 -0.962 0.050 0.005
H -3.494 1.232 -0.424 0.113
H -1.197 2.073 0.995 0.147
H -3.121 -1.206 -0.912 0.154
H 1.897 -2.052 0.662 0.170
H -0.531 -2.996 -0.335 0.175
H 1.247 0.295 1.546 0.142
H 1.150 0.332 -1.548 0.136
H 2.563 0.630 -0.746 0.020
H 1.619 1.920 -0.503 0.121
```

Values from the calculation:
- energy relative to the best compared isomer or geometry (same formula, charge and spin) (eV) = 2.224
- E_HOMO (eV) = -13.65
- E_tot (eV) = -10376.2992
- SMILES = C[C@@H]1C=C[n+]2cccn21
- total charge = +1
- Kohn-Sham gap (Eh) = 0.349

Below is C5H13NO as an isolated structure in a non-equilibrium geometry, with properties calculated with the ωB97M-V functional and the def2-TZVPD basis.

Geometry as XYZ:
```
20
Properties=species:S:1:pos:R:3:lowdin_charge:R:1
C -0.149 0.801 1.362 -0.281
C 0.235 0.174 2.476 -0.055
C 0.467 2.066 0.852 -0.107
C 0.955 -1.448 -0.209 -0.047
O 0.205 -2.304 -0.155 0.048
H -1.079 0.527 0.880 0.089
H 2.300 -1.479 1.275 -0.020
H -0.400 -0.570 2.923 0.054
H 2.599 -1.350 2.024 0.074
H 1.365 2.323 1.413 0.073
H -0.226 2.904 0.936 0.076
H 0.733 1.961 -0.202 0.065
H 0.952 0.630 3.138 0.056
C -0.916 -0.076 -2.392 -0.217
N -1.718 -1.275 -2.526 -0.064
H -1.887 -1.692 -1.618 0.043
H -1.252 -1.953 -3.117 0.060
H -1.478 0.659 -1.804 0.070
H -0.751 0.338 -3.389 0.074
H 0.047 -0.236 -1.867 0.010
```

Values from the calculation:
- energy relative to the best compared isomer or geometry (same formula, charge and spin) (eV) = 3.278
- E_HOMO (eV) = -9.26
- E_tot (eV) = -8930.7332
- total charge = 0
- Kohn-Sham gap (Eh) = 0.378

Look up the total charge of the third one. +1

Number 4 is which compound? C5H13NO